# 1
Density functional theory data (wB97M-V/def2-TZVPD) for a single C5H7NO2 molecule at a distorted geometry.

```
! RIJCOSX wB97M-V def2-TZVPD def2/J DEFGRID3
* xyz 0 1
C 1.550 1.283 -0.486
C -1.054 0.753 0.609
C 1.110 0.366 0.641
C -1.069 -0.527 0.091
N -2.169 -1.179 -0.399
C 0.314 -1.047 0.112
O -1.466 1.859 0.609
O 1.685 0.339 1.706
H -2.037 -2.068 -0.862
H -3.042 -1.120 0.112
H 2.433 0.842 -0.951
H 0.778 1.395 -1.246
H 1.821 2.256 -0.080
H 0.521 -1.669 0.983
H 0.625 -1.484 -0.840
*
```

Total energy = -10880.250 eV
SMILES string = CC(=O)CC(N)=C=O
HOMO level (spin up / spin down) = -0.273 / -0.273 Ha
Relative energy (zero: lowest compared OMol25 entry of this formula, charge and spin) = 324.85 kJ/mol


# 2
Density functional theory data (wB97M-V/def2-TZVPD) for a single C5H7NO2 molecule at a distorted geometry.

```
! RIJCOSX wB97M-V def2-TZVPD def2/J DEFGRID3
* xyz 0 1
C -0.587 0.025 2.559
C -0.531 0.717 1.112
C 0.566 0.108 0.222
C 1.248 0.810 -0.770
C 0.091 -1.127 -1.835
H 0.500 0.080 2.825
H -0.996 -0.827 2.437
H -0.895 0.736 3.516
H 0.944 -0.993 0.403
H 2.225 0.518 -1.172
H 0.924 1.769 -0.616
H 0.287 -1.043 -2.948
N 0.122 0.071 -1.102
O -0.989 1.730 0.730
O -0.081 -2.221 -1.289
*
```

Total energy = -10879.851 eV
SMILES string = CC(=O)[C@@H]1CN1C=O
HOMO level = -0.357 Ha
Relative energy (zero: lowest compared OMol25 entry of this formula, charge and spin) = 363.37 kJ/mol


# 3
Density functional theory data (wB97M-V/def2-TZVPD) for 2 unconnected molecules or ions with the total composition C5H7NO2.

```
! RIJCOSX wB97M-V def2-TZVPD def2/J DEFGRID3
* xyz 0 1
C -1.227 1.707 1.450
C 0.971 -1.923 -0.655
C -1.172 -0.065 -0.416
C -0.529 0.655 0.652
C 1.066 -0.471 -0.947
N 1.743 0.168 -1.734
O -2.031 -0.881 -0.555
O 0.744 0.579 0.661
H 1.750 1.181 -1.695
H -0.869 2.708 1.197
H -2.308 1.659 1.318
H -0.986 1.532 2.503
H 0.347 -2.396 -1.414
H 0.525 -2.102 0.320
H 1.975 -2.352 -0.684
*
```

Total energy = -10879.233 eV
HOMO level = -0.261 Ha
Relative energy (zero: lowest compared OMol25 entry of this formula, charge and spin) = 423.07 kJ/mol


Q: Which of these has the highest total energy?
A: number 3


Q: relative energy (zero: lowest compared OMol25 entry of this formula, charge and spin) of number 3 (C5H7NO2)?
A: 423.07 kJ/mol